Entry from the OMol25 dataset: 2 unconnected molecules or ions with the total composition C5H13NO at a distorted geometry (ωB97M-V/def2-TZVPD).

Each atom is followed by the atoms it is bonded to, with distances in Å.
CARTESIAN COORDINATES (ANGSTROEM)
1 C 0.93363 -0.29543 -2.40341  C2 1.391, H7 1.079, H8 1.128
2 C 0.53522 -0.84925 -1.19152  C1 1.391, C3 1.533, H9 1.113
3 C -0.91720 -0.81208 -0.70140  C2 1.533, C4 1.616, H10 1.050, H11 1.088
4 C -1.17561 0.26603 0.47465  C3 1.616, C5 1.614, N6 1.545, H12 1.097
5 C -1.60854 -0.47783 1.84010  C4 1.614, H13 1.085, H14 1.122, H15 1.132
6 N -2.09866 1.27257 -0.24736  C4 1.545, H16 1.045, H17 1.012
7 H 1.83570 0.29334 -2.46935  C1 1.079
8 H 0.13152 -0.37859 -3.19237  C1 1.128
9 H 1.31526 -1.14447 -0.45490  C2 1.113
10 H -1.25847 -1.73885 -0.34373  C3 1.050
11 H -1.64264 -0.47220 -1.43781  C3 1.088
12 H -0.22144 0.75552 0.70614  C4 1.097
13 H -1.58359 0.15853 2.71841  C5 1.085
14 H -0.97700 -1.31819 2.23124  C5 1.122
15 H -2.59960 -1.00486 1.69470  C5 1.132
16 H -1.65824 2.21988 -0.21278  N6 1.045
17 H -2.98258 1.28882 0.24616  N6 1.012
18 O 4.72481 0.88429 1.17598  H19 0.924, H20 0.985
19 H 4.06109 1.29016 0.67696  O18 0.924
20 H 5.18631 0.06259 0.89029  O18 0.985

frontier orbital gap	9.6	eV
ΔE to the lowest compared entry with this formula, charge and spin	312.3	kJ/mol
SMILES string	C=CC[C@H](C)N.O
lowest unoccupied orbital energy	0.730	eV
molar mass	103.16	g mol⁻¹

From a natural (NBO) analysis of the wavefunction, the atomic charges in e read: -0.431, -0.163, -0.465, -0.028, -0.646, -0.853, 0.206, 0.200, 0.186, 0.196, 0.237, 0.185, 0.215, 0.225, 0.207, 0.368, 0.360, -0.978, 0.484, 0.494